No. 1
Formula: C2H2IN
Source: the OMol25 dataset
Level of theory: the ωB97M-V functional and the def2-TZVPD basis

The value obtained for the energy above the lowest of the compared OMol25 structures with the same formula, charge and spin is 3.357 eV. The value obtained for the total energy is -11692.78526 eV. For the HOMO energy (alpha / beta), the calculation gives -8.153 / -8.161 eV. For the gap between HOMO and LUMO (alpha / beta), the calculation gives 0.268 / 0.265 Ha.

Atoms and positions in Å:
C 1.63490 -1.42562 0.30577
C -0.28684 -0.57005 0.05955
N 0.47576 -1.53793 -0.17675
I 3.04026 0.11419 -0.01035
H -1.28922 -0.78446 0.04288
H 0.07099 0.32166 0.43060

Population analysis type Mulliken, resulting atomic charges in e:
1 C -0.04
2 C -0.31
3 N -0.23
4 I 0.10
5 H 0.27
6 H 0.21

---

No. 2
Formula: C2H2IN3
Source: the OMol25 dataset
Level of theory: the ωB97M-V functional and the def2-TZVPD basis

The value obtained for the energy above the lowest of the compared OMol25 structures with the same formula, charge and spin is 5.001 eV. The value obtained for the total energy is -14671.72889 eV. For the HOMO energy, the calculation gives -8.022 eV. For the gap between HOMO and LUMO, the calculation gives 0.277 Ha.

Atoms and positions in Å:
C -0.21142 -0.67464 0.50263
C 1.02727 1.33648 0.66831
N 0.27051 0.39882 0.93301
N -0.24092 -0.09004 -1.79133
N -0.48194 -0.84311 -0.90992
I 0.93223 3.34377 0.41605
H -0.39469 -1.62535 1.14651
H -0.90105 -1.84592 -0.96525

Atomic partial charges in e from the Mulliken method, atoms 1 to 6:
1 C -0.14
2 C -0.15
3 N -0.06
4 N -0.60
5 N 0.22
6 I 0.19

---

No. 3
Formula: C2H2INO
Source: the OMol25 dataset
Level of theory: the ωB97M-V functional and the def2-TZVPD basis

The value obtained for the energy above the lowest of the compared OMol25 structures with the same formula, charge and spin is 4.062 eV. The value obtained for the total energy is -13739.51801 eV. For the HOMO energy (alpha / beta), the calculation gives -8.322 / -8.317 eV. For the gap between HOMO and LUMO (alpha / beta), the calculation gives 0.257 / 0.257 Ha.

Atoms and positions in Å:
C 0.43446 -0.10851 -1.26852
C -0.14962 -0.55869 -0.02161
N 0.40978 0.41487 -2.34533
O 0.14769 -1.79004 0.61483
I 0.10202 1.60379 1.52821
H -0.69513 2.27581 0.02201
H -0.24919 -1.83723 1.47041

Atomic partial charges in e from the Mulliken method, atoms 1 to 6:
1 C 0.39
2 C -0.17
3 N -0.40
4 O -0.37
5 I -0.01
6 H 0.16

---

No. 4
Formula: C2H2INO3
Source: the OMol25 dataset
Level of theory: the ωB97M-V functional and the def2-TZVPD basis

The value obtained for the energy above the lowest of the compared OMol25 structures with the same formula, charge and spin is 4.472 eV. The value obtained for the total energy is -17835.40760 eV. For the HOMO energy (alpha / beta), the calculation gives -8.173 / -8.189 eV. For the gap between HOMO and LUMO (alpha / beta), the calculation gives 0.275 / 0.273 Ha.

Atoms and positions in Å:
C 0.44472 0.01179 -0.12201
C -1.11493 1.30888 1.20638
N -0.07228 -0.96994 -0.75955
O 1.49038 0.51099 0.14084
O -2.27560 1.24140 1.31695
O 0.69169 -1.89039 -1.56640
I 0.26336 2.63330 2.07811
H -1.05319 -1.16048 -0.87344
H 1.62584 -1.68556 -1.42088

Atomic partial charges in e from the Mulliken method, atoms 1 to 6:
1 C 0.48
2 C 0.09
3 N -0.04
4 O -0.45
5 O -0.33
6 O -0.39

---

No. 5
Formula: C2H2N
Source: the OMol25 dataset
Level of theory: the ωB97M-V functional and the def2-TZVPD basis

The value obtained for the energy above the lowest of the compared OMol25 structures with the same formula, charge and spin is 5.294 eV. The value obtained for the total energy is -3579.52437 eV. For the HOMO energy (alpha / beta), the calculation gives -17.155 / -18.390 eV. For the gap between HOMO and LUMO (alpha / beta), the calculation gives 0.265 / 0.441 Ha. Its net charge is +1.

Atoms and positions in Å:
C -0.36217 0.17190 -0.12659
C 0.61466 -0.74532 0.05940
N 0.90674 0.48706 -0.17757
H -2.43349 1.60161 0.25134
H 1.27426 -1.51524 -0.00658

Population analysis type Mulliken, resulting atomic charges in e:
1 C 0.22
2 C 0.08
3 N -0.07
4 H 0.34
5 H 0.43

---

No. 6
Formula: C2H2N2
Source: the OMol25 dataset
Level of theory: the ωB97M-V functional and the def2-TZVPD basis

The value obtained for the energy above the lowest of the compared OMol25 structures with the same formula, charge and spin is 5.209 eV. The value obtained for the total energy is -5079.97625 eV. For the HOMO energy (alpha / beta), the calculation gives -9.025 / -9.002 eV. For the gap between HOMO and LUMO (alpha / beta), the calculation gives 0.323 / 0.325 Ha.

Atoms and positions in Å:
C -0.88603 -0.36071 -0.22189
C 0.18145 0.30951 0.51678
N 0.30221 0.19909 -1.00460
N 0.72644 1.33011 -0.34325
H -1.31479 -1.45207 -0.22088
H 0.99073 -0.02594 1.27384

Population analysis type Mulliken, resulting atomic charges in e:
1 C -0.25
2 C 0.16
3 N -0.03
4 N -0.31
5 H 0.22
6 H 0.21

---

No. 7
Formula: C2H2N2
Source: the OMol25 dataset
Level of theory: the ωB97M-V functional and the def2-TZVPD basis

The value obtained for the energy above the lowest of the compared OMol25 structures with the same formula, charge and spin is 0.916 eV. The value obtained for the total energy is -5084.26936 eV. For the HOMO energy, the calculation gives -11.639 eV. For the gap between HOMO and LUMO, the calculation gives 0.438 Ha.

Atoms and positions in Å:
C -0.33247 0.18653 0.02636
C 1.38157 0.13713 0.02388
N 2.58546 0.07961 0.02059
N -0.92635 -0.87331 0.02566
H -0.82276 1.15171 -0.13948
H -1.88545 -0.68166 0.04298

Population analysis type Mulliken, resulting atomic charges in e:
1 C 0.00
2 C 0.19
3 N -0.37
4 N -0.44
5 H 0.34
6 H 0.28

---

No. 8
Formula: C2H2N2O
Source: the OMol25 dataset
Level of theory: the ωB97M-V functional and the def2-TZVPD basis

The value obtained for the energy above the lowest of the compared OMol25 structures with the same formula, charge and spin is 8.763 eV. The value obtained for the total energy is -7125.08095 eV. For the HOMO energy (alpha / beta), the calculation gives -9.440 / -10.066 eV. For the gap between HOMO and LUMO (alpha / beta), the calculation gives 0.261 / 0.300 Ha.

Atoms and positions in Å:
C 1.29340 -0.64265 0.01396
C -1.47011 0.22692 0.32378
N 1.39978 -1.79664 0.07124
N 0.92237 0.57531 -0.16859
O 1.39985 1.68082 -0.07472
H -1.98744 0.80646 -0.43133
H -1.55786 -0.85024 0.26567

Atomic partial charges in e from the Mulliken method, atoms 1 to 6:
1 C 0.51
2 C -0.43
3 N -0.34
4 N 0.09
5 O -0.34
6 H 0.26

---

No. 9
Formula: C2H2N2O
Source: the OMol25 dataset
Level of theory: the ωB97M-V functional and the def2-TZVPD basis

The value obtained for the energy above the lowest of the compared OMol25 structures with the same formula, charge and spin is 3.129 eV. The value obtained for the total energy is -7130.71510 eV. For the HOMO energy, the calculation gives -9.551 eV. For the gap between HOMO and LUMO, the calculation gives 0.356 Ha.

Atoms and positions in Å:
C -0.26995 0.44351 0.77120
C -1.40630 0.36902 0.17464
N 1.01925 -0.69824 -0.99069
N 1.15236 -0.21257 0.11284
O -2.40918 0.25096 -0.40044
H 0.00578 0.90793 1.68352
H 1.90804 -1.06061 -1.35107

Atomic partial charges in e from the Mulliken method, atoms 1 to 6:
1 C -0.86
2 C 0.98
3 N -0.40
4 N 0.03
5 O -0.35
6 H 0.35

---

No. 10
Formula: C2H2N2O
Source: the OMol25 dataset
Level of theory: the ωB97M-V functional and the def2-TZVPD basis

The value obtained for the energy above the lowest of the compared OMol25 structures with the same formula, charge and spin is 2.781 eV. The value obtained for the total energy is -7131.06280 eV. For the HOMO energy, the calculation gives -9.971 eV. For the gap between HOMO and LUMO, the calculation gives 0.379 Ha.

Atoms and positions in Å:
C 0.57638 -0.17898 -0.74726
C -1.14319 -0.14381 -0.58558
N 0.61361 0.12260 0.49963
N -0.77748 0.30723 0.70540
O -2.03970 -0.31549 -1.30792
H 1.26829 -0.42525 -1.55238
H -1.23888 -0.02001 1.53078

Atomic partial charges in e from the Mulliken method, atoms 1 to 6:
1 C -0.03
2 C 0.37
3 N -0.47
4 N -0.05
5 O -0.42
6 H 0.33

---

No. 11
Formula: C2H2N2O
Source: the OMol25 dataset
Level of theory: the ωB97M-V functional and the def2-TZVPD basis

The value obtained for the energy above the lowest of the compared OMol25 structures with the same formula, charge and spin is 1.916 eV. The value obtained for the total energy is -7131.92722 eV. For the HOMO energy, the calculation gives -10.698 eV. For the gap between HOMO and LUMO, the calculation gives 0.421 Ha.

Atoms and positions in Å:
C -0.15454 0.11528 1.04718
C -0.05262 0.40452 -1.03282
H -0.53942 0.13849 1.95648
H -0.39805 1.01981 -1.82429
N 0.45861 -0.92102 0.61966
N 0.68174 -0.72215 -0.77944
O -0.72525 0.90313 0.11250

Atomic partial charges in e from the Mulliken method, atoms 1 to 6:
1 C -0.02
2 C 0.08
3 H 0.41
4 H 0.37
5 N -0.26
6 N -0.32

---

No. 12
Formula: C2H2N2O
Source: the OMol25 dataset
Level of theory: the ωB97M-V functional and the def2-TZVPD basis

The value obtained for the energy above the lowest of the compared OMol25 structures with the same formula, charge and spin is 0.610 eV. The value obtained for the total energy is -7133.23371 eV. For the HOMO energy, the calculation gives -11.612 eV. For the gap between HOMO and LUMO, the calculation gives 0.443 Ha.

Atoms and positions in Å:
O 2.14175 1.27644 -0.63712
C 1.66085 0.27113 -0.30122
N 0.97907 -0.69144 0.02605
C -2.13045 0.16248 0.19583
N -2.59290 1.21688 0.26434
H 1.40150 -1.55946 0.30974
H -1.45982 -0.67603 0.14240

Atomic partial charges in e from the Mulliken method, atoms 1 to 6:
1 O -0.37
2 C 0.63
3 N -0.49
4 C 0.13
5 N -0.34
6 H 0.23